1.
C4H7N3O2 | ωB97M-V/def2-TZVPD

Atoms and positions in Å:
C1 1.8814 -0.2582 0.4198
C2 0.7230 0.5501 -0.1333
C3 -1.6499 -0.4915 -0.0557
C4 0.2730 -0.5631 0.7153
H1 2.1801 -0.3387 -1.9704
H2 2.5279 -0.0651 1.3409
H3 0.6879 0.4272 -1.2691
H4 0.1704 1.9586 1.1111
H5 -1.8676 1.4924 -1.1247
H6 -2.7563 -1.9047 -0.0143
H7 0.3232 -0.5879 1.9404
N1 -0.1351 1.8224 -0.0430
N2 -1.4522 1.1173 -0.1402
N3 -2.9093 -0.9263 -0.1235
O1 2.7190 -0.8456 -0.5319
O2 -0.7155 -1.3867 -0.1216

Calculated values
* E_LUMO: -1.68 eV
* multiplicity: 1
* HOMO: -9.34 eV

These are the natural (NBO) partial charges, in e, on atoms 1 to 6: 0.105 -0.151 0.647 -0.071 0.406 0.233

2.
C4H7N3O2 | ωB97M-V/def2-TZVPD

Atoms and positions in Å:
C1 1.9556 1.1554 0.0762
C2 0.7406 0.2295 -0.1025
C3 -1.1193 -0.8426 0.0199
C4 0.9504 -1.1291 0.0801
H1 2.0169 2.1311 -0.5199
H2 2.0998 1.6664 1.1005
H3 2.8168 0.4745 -0.3379
H4 -1.0883 0.9798 -0.8831
H5 -4.1930 -0.0989 -0.0343
H6 -2.8104 0.8644 0.9162
H7 2.8193 -1.0152 -0.2512
N1 -0.7048 0.4103 -0.0031
N2 -2.3757 -1.2409 -0.0353
N3 -3.1537 0.0733 -0.0738
O1 -0.1958 -1.8822 0.1022
O2 2.2417 -1.7758 -0.0541

Calculated values
* E_LUMO: 0.38 eV
* multiplicity: 1
* HOMO: -7.91 eV

These are the natural (NBO) partial charges, in e, on atoms 1 to 6: -0.624 -0.052 0.596 0.546 0.232 0.237

3.
C4H7N3O2 | ωB97M-V/def2-TZVPD

Atoms and positions in Å:
H1 3.5537 -0.1866 1.3053
N1 2.7952 -0.7892 0.9895
C1 1.8604 -0.0311 0.7075
C2 0.6342 -0.7250 0.1431
N2 0.0266 0.0792 -0.7452
C3 -1.1699 0.4462 -0.6552
C4 -1.7976 1.4118 -1.5810
N3 -0.2022 -1.3377 1.3856
O1 -0.9098 -2.3043 0.9987
O2 0.0339 -0.8449 2.4497
H2 1.9498 1.0653 0.5691
H3 1.0366 -1.7666 -0.2559
H4 -1.8026 -0.0139 0.0759
H5 -2.2169 2.2394 -1.0296
H6 -2.6798 1.0184 -2.0518
H7 -1.1118 1.7390 -2.3057

Calculated values
* SMILES string: [H]/N=C/[C@H](/N=C/C)[N+](=O)[O-]
* E_LUMO: 0.33 eV
* multiplicity: 1
* HOMO: -9.99 eV

These are the natural (NBO) partial charges, in e, on atoms 1 to 6: 0.339 -0.565 0.115 -0.027 -0.432 0.182

Which structure is the least stable? The one labeled 1.

1.
C3H2N2 | ωB97M-V/def2-TZVPD

Atoms and positions in Å:
C1 -1.2030 0.3612 -0.8198
C2 -0.8871 -0.3484 0.1911
C3 0.3006 0.5288 -0.5675
N1 -0.5206 -1.1928 1.1950
N2 0.6354 -0.8758 1.0946
H1 1.0875 0.1577 -1.0998
H2 0.5872 1.3692 0.0063

Calculated values
* E_LUMO (spin up / spin down): -0.75 / -0.22 eV
* multiplicity: 1
* HOMO (spin up / spin down): -9.30 / -8.99 eV

These are the natural (NBO) partial charges, in e, on atoms 1 to 6: -0.027 0.022 -0.292 -0.124 0.009 0.209

2.
C3H2N2 | ωB97M-V/def2-TZVPD

Atoms and positions in Å:
C1 -0.7151 0.0392 1.0684
N1 -0.6368 0.1923 -0.2032
N2 0.4430 0.1034 -0.9127
C2 1.5580 0.5604 -1.4853
C3 0.9365 -0.7902 -1.7886
H1 -1.6472 0.0211 1.4431
H2 0.0615 -0.1262 1.8783

Calculated values
* SMILES string: C=NN1C#C1
* E_LUMO: -0.18 eV
* multiplicity: 1
* HOMO: -9.99 eV

These are the natural (NBO) partial charges, in e, on atoms 1 to 6: -0.024 -0.191 -0.272 0.059 0.063 0.181

Which structure is the least stable? The one labeled 1.